# 1
C6H17N2Si | ωB97M-V/def2-TZVPD

Values from the calculation:
E_HOMO = -13.32 eV
Kohn-Sham gap = 10.1413 eV
total charge = +1

Last column: Mulliken charge in e.
Atoms and positions in Å:
1 C -0.330 0.843 -0.867  0.257
2 C -0.634 2.843 -2.103  -0.947
3 C 1.486 2.322 -1.026  -1.260
4 C -0.380 -3.066 -0.150  -1.092
5 C 1.278 -1.796 1.983  -1.143
6 C -1.854 -0.846 1.898  -1.104
7 N 0.159 1.935 -1.244  0.143
8 N 0.336 0.003 0.018  -0.207
9 Si -0.209 -1.400 1.014  0.397
10 H -1.270 0.502 -1.351  0.314
11 H -0.469 3.887 -1.853  0.341
12 H -0.271 2.624 -3.203  0.386
13 H -1.639 2.573 -2.323  0.337
14 H 1.803 3.231 -1.508  0.361
15 H 1.753 2.422 0.004  0.433
16 H 2.193 1.615 -1.457  0.471
17 H -0.145 -2.949 -1.211  0.337
18 H 0.261 -3.662 0.465  0.308
19 H -1.388 -3.448 -0.058  0.340
20 H 1.411 -2.840 1.856  0.338
21 H 2.184 -1.448 1.539  0.353
22 H 1.380 -1.540 3.064  0.362
23 H -2.025 -1.389 2.867  0.365
24 H -2.080 0.258 2.033  0.317
25 H -2.830 -1.160 1.374  0.332
26 H 1.278 0.486 0.238  0.259

=====

# 2
C25H38FN4O5PS5SbW | ωB97M-V/def2-TZVPD

Values from the calculation:
<S²> = 0.79
E_HOMO (alpha / beta) = -6.69 / -6.69 eV
Kohn-Sham gap (alpha / beta) = 6.3400 / 6.3422 eV
multiplicity = 2

Last column: Mulliken charge in e.
Atoms and positions in Å:
1 W 1.143 0.894 0.640  0.389
2 O -2.975 0.151 -1.043  -0.454
3 C -2.825 0.815 -2.211  0.030
4 C -3.851 0.684 -3.145  -0.663
5 C -3.780 1.337 -4.358  -0.368
6 C -2.684 2.140 -4.666  -0.795
7 C -1.669 2.275 -3.744  -0.956
8 C -1.716 1.622 -2.508  0.181
9 C -0.590 1.776 -1.569  0.986
10 O -0.529 0.925 -0.552  0.891
11 N 0.290 2.694 -1.755  -0.931
12 N 1.303 2.634 -0.788  0.826
13 C 2.299 3.397 -1.091  -0.097
14 S 2.367 4.249 -2.612  -0.036
15 C 3.953 5.057 -2.249  -0.609
16 C 4.767 4.132 -1.367  -0.582
17 S 3.674 3.550 -0.050  0.014
18 H -2.153 0.269 -0.526  0.233
19 H -4.694 0.056 -2.889  0.464
20 H -4.584 1.218 -5.074  0.396
21 H -2.626 2.647 -5.619  0.416
22 H -0.802 2.885 -3.960  0.514
23 H 3.768 6.010 -1.756  0.285
24 H 4.449 5.237 -3.203  0.413
25 H 5.606 4.643 -0.897  0.420
26 H 5.132 3.263 -1.913  0.271
27 N -0.141 2.595 1.564  -0.493
28 C 0.329 3.030 2.893  -0.496
29 C 1.839 3.077 2.835  -0.608
30 N 2.290 1.768 2.344  -0.202
31 H -0.104 3.365 0.902  0.442
32 H -1.102 2.263 1.610  0.123
33 H 0.003 2.283 3.618  0.104
34 H -0.093 3.997 3.174  0.534
35 H 2.268 3.307 3.812  0.512
36 H 2.166 3.849 2.137  0.176
37 H 2.238 1.067 3.086  0.462
38 H 3.298 1.757 2.086  -0.248
39 S 5.352 0.819 1.555  -0.666
40 Sb 4.297 -0.958 0.570  0.375
41 S 2.179 -1.075 1.839  -0.303
42 S 2.700 0.176 -0.984  -0.685
43 C -0.693 -3.907 0.623  -1.513
44 C -0.713 -2.408 0.484  0.654
45 O -0.789 -1.844 1.818  0.168
46 P -0.409 -0.319 2.078  -0.850
47 O -0.204 -0.338 3.668  -0.071
48 C 0.151 -1.502 4.453  -0.100
49 C -1.075 -2.106 5.097  -1.305
50 O -1.845 0.442 1.980  -0.221
51 C -3.008 0.038 2.739  -0.274
52 C -3.855 -0.968 1.990  -0.885
53 H -0.674 -4.365 -0.366  0.234
54 H -1.579 -4.260 1.153  0.388
55 H 0.197 -4.223 1.169  0.314
56 H -1.580 -2.064 -0.086  0.147
57 H 0.195 -2.038 0.004  -0.061
58 H 0.858 -1.140 5.198  0.444
59 H 0.664 -2.217 3.815  0.306
60 H -1.597 -1.373 5.715  0.315
61 H -0.777 -2.938 5.736  0.448
62 H -1.759 -2.488 4.339  0.223
63 H -3.568 0.957 2.913  0.405
64 H -2.681 -0.348 3.705  0.176
65 H -4.129 -0.585 1.008  0.163
66 H -4.768 -1.159 2.557  0.520
67 H -3.325 -1.911 1.864  0.076
68 F 1.348 -6.802 -2.212  -0.349
69 C 0.967 -5.525 -2.419  0.491
70 C -0.250 -5.285 -3.037  -0.608
71 C -0.641 -3.978 -3.246  -0.554
72 C 0.175 -2.891 -2.844  1.084
73 C -0.221 -1.562 -3.054  -1.450
74 C 1.408 -3.196 -2.213  -0.008
75 C 1.802 -4.500 -2.001  -0.673
76 H -0.865 -6.119 -3.344  0.427
77 H -1.588 -3.771 -3.729  0.365
78 H -1.157 -1.330 -3.544  0.288
79 H 0.414 -0.745 -2.738  0.252
80 H 2.040 -2.377 -1.889  0.311
81 H 2.740 -4.737 -1.517  0.455